(1)
This record from OMol25 describes C19H35N6O4P2RuTe as an isolated structure. The level of theory is wB97M-V/def2-TZVPD.

Geometry (Å):
Ru 0.14665 0.24695 0.23717
N -1.88841 -2.39428 2.81370
C -1.09256 -1.34955 2.47401
N -1.10690 -1.12545 1.18914
C -1.94114 -2.08254 0.63030
C -2.29580 -2.30335 -0.69808
C -3.16544 -3.34195 -0.95776
C -3.66988 -4.15099 0.07392
C -3.32088 -3.94369 1.39345
C -2.44683 -2.89212 1.64949
H -1.99717 -2.76284 3.74103
H -0.46838 -0.79041 3.15454
H -1.87649 -1.69442 -1.48863
H -3.45904 -3.54952 -1.97826
H -4.34408 -4.96012 -0.17344
H -3.70683 -4.57257 2.18474
C 0.59249 -4.79958 -1.17215
C 1.44595 -3.87641 -2.01297
O 2.53655 -3.37972 -1.21685
P 2.54210 -1.83647 -0.77297
O 1.09547 -1.49637 -0.41899
Te 4.27099 -1.55938 0.76515
O 2.77231 -1.03808 -2.15491
C 4.04659 -1.08006 -2.80989
C 3.91449 -0.34414 -4.12241
H -0.22817 -5.20837 -1.76544
H 0.17248 -4.25135 -0.32866
H 1.19301 -5.62512 -0.78985
H 0.85587 -3.04514 -2.40330
H 1.89291 -4.40477 -2.85661
H 4.34300 -2.12123 -2.96511
H 4.79039 -0.61372 -2.16016
H 3.16952 -0.82066 -4.76094
H 4.87028 -0.33762 -4.64867
H 3.60917 0.68861 -3.95151
O 0.73695 0.68840 1.91008
C -0.34299 4.08809 -0.94506
C -1.57518 3.19660 -0.82544
P -1.45749 1.85910 0.42579
C -1.37544 2.75932 2.01375
C -2.54026 3.65894 2.40501
C -3.13974 1.10484 0.34284
C -4.32800 1.97578 -0.05887
H -0.51596 4.86726 -1.68858
H 0.53230 3.51686 -1.24320
H -0.11232 4.58295 0.00015
H -1.79323 2.71549 -1.78337
H -2.45066 3.80178 -0.57716
H -0.43961 3.32298 1.96227
H -1.18147 1.99070 2.76499
H -2.75129 4.41615 1.64793
H -2.31169 4.18380 3.33360
H -3.45305 3.08578 2.57125
H -3.30659 0.64073 1.31988
H -3.04768 0.27016 -0.35709
H -4.44807 2.84601 0.58412
H -5.24981 1.39467 -0.00530
H -4.22869 2.33227 -1.08393
N 5.24058 2.97274 1.73009
C 4.00855 2.53348 1.35983
N 3.22032 2.00810 2.29956
N 3.68657 2.66533 0.08364
C 2.59885 2.01766 -0.23623
N 1.62939 1.44538 -0.49377
H 5.37039 3.27366 2.67998
H 5.74645 3.47685 1.02200
H 3.68857 1.62623 3.10567
H 2.33810 1.49833 2.03654

Properties
**Multiplicity**: 2
**Gap between HOMO and LUMO (spin up / spin down)**: 0.2566 / 0.2546 Ha
**Relative energy (zero: lowest compared OMol25 entry of this formula, charge and spin)**: 39.2 kJ/mol

Formally, the natural (NBO) partial charges of the atoms, in units of the elementary charge, are as follows:
1. Ru 0.725
2. N -0.524
3. C 0.259
4. N -0.454
5. C 0.165
6. C -0.231
7. C -0.210
8. C -0.210
9. C -0.232
10. C 0.090
11. H 0.425
12. H 0.262
13. H 0.229
14. H 0.217
15. H 0.218
16. H 0.221
17. C -0.627
18. C -0.063
19. O -0.838
20. P 2.012
21. O -1.169
22. Te -0.575
23. O -0.847
24. C -0.070
25. C -0.621
26. H 0.204
27. H 0.219
28. H 0.213
29. H 0.183
30. H 0.178
31. H 0.178
32. H 0.200
33. H 0.205
34. H 0.210
35. H 0.213
36. O -0.802
37. C -0.612
38. C -0.728
39. P 1.196
40. C -0.735
41. C -0.613
42. C -0.731
43. C -0.612
44. H 0.212
45. H 0.233
46. H 0.203
47. H 0.230
48. H 0.220
49. H 0.244
50. H 0.257
51. H 0.202
52. H 0.218
53. H 0.203
54. H 0.230
55. H 0.237
56. H 0.208
57. H 0.217
58. H 0.208
59. N -0.786
60. C 0.663
61. N -0.816
62. N -0.651
63. C 0.592
64. N -0.500
65. H 0.391
66. H 0.408
67. H 0.395
68. H 0.465

***

(2)
This record from OMol25 describes C19H36AlNO as an isolated structure. The level of theory is wB97M-V/def2-TZVPD.

Geometry (Å):
C -3.50985 -1.57241 7.02326
C -2.44965 -1.36726 5.74827
C -2.98160 -2.21378 4.41292
Al -3.77231 -0.99462 2.94217
O -1.09926 -1.82892 6.10522
C -0.14659 -0.71806 6.25388
C 0.46496 -0.25916 4.78153
C 2.07435 -0.52324 4.42711
C 2.68164 -0.04911 2.94577
C 1.76725 0.67212 1.78761
C 0.18458 0.93713 2.12404
C -0.43207 0.49038 3.60746
H -2.92919 -1.92812 7.97516
H -3.99244 -0.51075 7.26771
H -4.38522 -2.27221 6.68563
H -2.50846 -0.22801 5.47848
H -2.12716 -2.83370 3.89850
H -3.83771 -2.99020 4.69577
H -5.13521 -1.63608 2.40578
H -3.99890 0.47989 3.48676
H -2.79109 -0.93330 1.66723
H 0.77047 -1.12289 6.90193
H -0.57800 0.19575 6.87994
H 2.83194 -1.02926 5.16193
H 3.82898 -0.20105 2.69515
H 2.16159 1.03284 0.72880
H -0.50372 1.46136 1.32974
H -1.57359 0.75556 3.77064
C 1.34243 -0.06864 -6.97512
C 2.55680 -0.03072 -6.05719
C 2.39454 -0.85237 -4.78001
C 1.20399 -0.55928 -3.85520
N 1.17944 0.81464 -3.14754
C 0.74023 1.97770 -4.04479
C -0.76609 1.89304 -4.05473
C -1.09936 1.60552 -2.60991
C 0.06166 0.78193 -2.06165
C 2.51943 1.11537 -2.49302
H 0.41974 0.21288 -6.46330
H 1.48220 0.62759 -7.80750
H 1.20649 -1.07197 -7.39328
H 2.82706 1.00085 -5.81600
H 3.41383 -0.42805 -6.61374
H 3.32911 -0.80458 -4.21091
H 2.30310 -1.90407 -5.08314
H 1.23961 -1.30388 -3.04960
H 0.24781 -0.68967 -4.36977
H 1.07416 2.90764 -3.56911
H 1.18454 1.90591 -5.03057
H -1.11518 1.07849 -4.70132
H -1.22903 2.81682 -4.41282
H -2.05602 1.08303 -2.50581
H -1.18076 2.54403 -2.04994
H -0.22176 -0.25669 -1.86852
H 0.45349 1.22403 -1.13815
H 3.26688 1.26510 -3.27612
H 2.78330 0.27188 -1.84862
H 2.42460 2.03059 -1.90099

Properties
**Gap between HOMO and LUMO**: 0.2121 Ha

Formally, the natural (NBO) partial charges of the atoms, in units of the elementary charge, are as follows:
1. C -0.655
2. C 0.092
3. C -0.981
4. Al 0.896
5. O -0.555
6. C -0.104
7. C -0.017
8. C -0.231
9. C -0.245
10. C -0.294
11. C -0.225
12. C -0.199
13. H 0.214
14. H 0.199
15. H 0.223
16. H 0.176
17. H 0.225
18. H 0.205
19. H -0.399
20. H -0.417
21. H -0.433
22. H 0.199
23. H 0.200
24. H 0.233
25. H 0.217
26. H 0.186
27. H 0.219
28. H 0.275
29. C -0.618
30. C -0.405
31. C -0.431
32. C -0.210
33. N -0.223
34. C -0.215
35. C -0.424
36. C -0.436
37. C -0.209
38. C -0.405
39. H 0.189
40. H 0.228
41. H 0.221
42. H 0.187
43. H 0.228
44. H 0.218
45. H 0.241
46. H 0.237
47. H 0.228
48. H 0.223
49. H 0.237
50. H 0.213
51. H 0.251
52. H 0.257
53. H 0.229
54. H 0.246
55. H 0.241
56. H 0.226
57. H 0.240
58. H 0.233

***

(3)
This record from OMol25 describes C19H36As3ClN2NaO2 as an isolated structure. The level of theory is wB97M-V/def2-TZVPD.

Geometry (Å):
Na 1.98443 0.71247 -0.06160
N 3.13063 -0.29208 2.36214
N 2.98354 1.06498 2.74519
C 1.99729 1.85267 2.06768
O 2.26226 3.06231 1.96274
O 0.97648 1.23931 1.61580
H 3.33069 -0.84481 3.18529
H 3.91063 -0.40490 1.71742
H 3.85302 1.57994 2.79358
C -1.34333 2.23244 -3.04430
As -0.34750 1.65416 -1.47523
C 0.28279 3.45743 -0.97104
C -1.84656 1.61851 -0.16459
C -2.53128 0.25040 0.07024
C -2.84219 -0.42177 -1.26824
C -1.66340 -0.64975 0.97731
As 0.09443 -1.35145 0.35195
C 0.42201 -2.32247 2.02263
C -0.55810 -2.91129 -0.64386
C -3.83477 0.56711 0.84219
As -5.30205 -0.69161 1.23835
C -6.07215 -0.89729 -0.54576
C -4.52210 -2.48091 1.36620
H -2.09101 2.97183 -2.75344
H -1.82941 1.38478 -3.52399
H -0.64565 2.68205 -3.75010
H -0.56866 4.13672 -0.89852
H 0.96429 3.80338 -1.74822
H 0.80869 3.43538 -0.01251
H -2.58119 2.35362 -0.50503
H -1.41060 1.97851 0.77026
H -1.94652 -0.57677 -1.87261
H -3.52996 0.18819 -1.86197
H -3.29200 -1.40539 -1.13193
H -2.22588 -1.53005 1.28653
H -1.40182 -0.08768 1.87847
H -0.43723 -2.94660 2.27274
H 0.61746 -1.59020 2.80409
H 1.31174 -2.93673 1.88976
H -1.49938 -3.27621 -0.22579
H 0.19781 -3.69273 -0.56189
H -0.69508 -2.67107 -1.69703
H -4.38657 1.35544 0.31803
H -3.56952 0.99380 1.81048
H -6.31123 0.09155 -0.93801
H -6.99741 -1.46435 -0.44921
H -5.40127 -1.40445 -1.23595
H -3.93208 -2.57393 2.27601
H -3.90596 -2.74765 0.50954
H -5.36919 -3.16497 1.43031
Cl 3.11938 -2.28776 -1.51433
C 4.22207 -1.00493 -0.95278
C 5.26074 -1.39832 -0.12436
C 6.14042 -0.47697 0.42516
C 5.92030 0.87365 0.10904
C 4.91260 1.27715 -0.73643
C 4.01845 0.35128 -1.40406
C 3.03912 0.76758 -2.30473
H 5.35215 -2.45306 0.10869
H 6.94322 -0.78967 1.07669
H 6.55796 1.63737 0.54093
H 4.77962 2.33271 -0.94550
H 2.43619 0.04960 -2.84083
H 3.06066 1.79149 -2.66160

Properties
**Total charge**: -1
**Gap between HOMO and LUMO**: 0.1949 Ha
**Relative energy (zero: lowest compared OMol25 entry of this formula, charge and spin)**: 0.0 kJ/mol

Formally, the natural (NBO) partial charges of the atoms, in units of the elementary charge, are as follows:
1. Na 0.853
2. N -0.677
3. N -0.535
4. C 0.830
5. O -0.750
6. O -0.860
7. H 0.343
8. H 0.363
9. H 0.360
10. C -0.962
11. As 0.888
12. C -0.954
13. C -0.710
14. C -0.071
15. C -0.624
16. C -0.719
17. As 0.939
18. C -0.954
19. C -0.976
20. C -0.709
21. As 0.868
22. C -0.960
23. C -0.962
24. H 0.205
25. H 0.218
26. H 0.224
27. H 0.202
28. H 0.216
29. H 0.275
30. H 0.196
31. H 0.254
32. H 0.216
33. H 0.204
34. H 0.201
35. H 0.199
36. H 0.240
37. H 0.195
38. H 0.245
39. H 0.224
40. H 0.199
41. H 0.225
42. H 0.221
43. H 0.214
44. H 0.228
45. H 0.222
46. H 0.218
47. H 0.217
48. H 0.230
49. H 0.215
50. H 0.221
51. Cl -0.077
52. C -0.120
53. C -0.224
54. C -0.377
55. C -0.202
56. C -0.292
57. C -0.109
58. C -0.767
59. H 0.212
60. H 0.202
61. H 0.199
62. H 0.207
63. H 0.209
64. H 0.193

***

(4)
This record from OMol25 describes C19H36AsN5O7Si2Sn as an isolated structure. The level of theory is wB97M-V/def2-TZVPD.

Geometry (Å):
Sn -0.75101 0.26755 -0.31966
N 2.22685 0.11447 -2.92178
C 2.92016 1.38374 -3.24476
C 3.45259 2.05541 -1.98471
C 2.37007 2.61176 -1.05335
N 1.71798 1.53255 -0.27906
C 1.33089 3.44467 -1.81305
C 0.79042 2.79227 -3.08921
N -0.17038 1.71424 -2.74597
C 1.93998 2.29469 -3.97632
H 2.75547 -0.54421 -2.29327
H 1.98736 -0.39151 -3.77815
H 1.35580 0.33108 -2.40246
H 3.77159 1.14647 -3.89076
H 4.09338 2.88327 -2.29436
H 4.08783 1.36175 -1.42994
H 2.87444 3.29007 -0.35293
H 1.51745 1.90898 0.64372
H 2.39577 0.78647 -0.12980
H 1.79585 4.38932 -2.09052
H 0.49625 3.67413 -1.14577
H 0.26303 3.57157 -3.65966
H -0.42755 1.21384 -3.60207
H -1.03340 2.17926 -2.46100
H 2.48543 3.16833 -4.33503
H 1.54134 1.78839 -4.85746
O -2.68012 -1.94570 -2.81801
C -1.97849 -2.05742 -1.84943
O -2.09741 -1.30833 -0.77941
C -0.81585 -3.01420 -1.82121
C -0.94379 -4.32400 -2.23268
C 0.16408 -5.16946 -2.21528
C 1.39275 -4.72077 -1.77168
C 1.54042 -3.38527 -1.41725
C 0.44293 -2.48477 -1.45990
O 0.64188 -1.22020 -1.20329
N 2.82570 -2.93460 -0.99509
O 3.11604 -1.74718 -1.17927
O 3.56604 -3.71957 -0.47011
N 0.04186 -6.54405 -2.69703
O -1.06282 -6.91797 -2.99389
O 1.06420 -7.17733 -2.76718
H -1.90018 -4.69624 -2.57372
H 2.24193 -5.39309 -1.73744
C -4.62090 0.81285 4.05483
Si -3.61171 -0.41975 2.99436
C -2.42768 -1.55674 3.96246
C -4.59763 -1.22020 1.58924
As -2.20332 1.36928 1.86578
Si -0.32981 1.90085 3.42044
C 0.37274 3.52881 2.70371
C -1.04247 2.21107 5.15519
C 0.95488 0.47729 3.32759
H -5.34469 0.28171 4.66650
H -5.17742 1.50239 3.42110
H -3.99826 1.40068 4.72594
H -2.98367 -2.34749 4.45729
H -1.87099 -1.02813 4.73204
H -1.71425 -2.03829 3.29671
H -5.28160 -1.97734 1.96381
H -3.93775 -1.70016 0.86910
H -5.19021 -0.48026 1.05382
H -0.13013 4.37776 3.16343
H 0.22165 3.62104 1.63011
H 1.43105 3.65179 2.91073
H -1.79669 2.99480 5.11645
H -0.26103 2.55532 5.82786
H -1.49271 1.33278 5.60825
H 0.82361 -0.17583 2.46118
H 0.89320 -0.14751 4.21305
H 1.96902 0.86491 3.29820

Properties
**Total charge**: +2
**Gap between HOMO and LUMO**: 0.2070 Ha
**Relative energy (zero: lowest compared OMol25 entry of this formula, charge and spin)**: 208.3 kJ/mol

Formally, the Mulliken partial charges of the atoms, in units of the elementary charge, are as follows:
1. Sn 1.260
2. N 0.569
3. C 0.427
4. C -1.431
5. C 0.041
6. N -0.057
7. C -1.100
8. C -0.110
9. N -0.522
10. C -1.400
11. H 0.405
12. H 0.448
13. H -0.557
14. H 0.276
15. H 0.519
16. H 0.465
17. H 0.418
18. H -0.056
19. H 0.167
20. H 0.526
21. H 0.283
22. H 0.517
23. H 0.156
24. H 0.446
25. H 0.521
26. H 0.399
27. O -0.552
28. C -0.204
29. O -0.666
30. C 0.980
31. C -0.525
32. C -0.561
33. C -0.407
34. C -0.274
35. C 0.281
36. O -0.329
37. N 0.878
38. O -0.742
39. O -0.526
40. N 1.042
41. O -0.591
42. O -0.591
43. H 0.616
44. H 0.619
45. C -1.046
46. Si 0.333
47. C -0.924
48. C -0.840
49. As 0.032
50. Si 0.595
51. C -1.011
52. C -1.093
53. C -0.906
54. H 0.388
55. H 0.379
56. H 0.317
57. H 0.429
58. H 0.269
59. H 0.286
60. H 0.431
61. H 0.101
62. H 0.321
63. H 0.358
64. H 0.115
65. H 0.429
66. H 0.357
67. H 0.391
68. H 0.309
69. H 0.123
70. H 0.403
71. H 0.397

***

Result set for max |F|: 0.4; 4.8; 1.2; 3.0 eV/Å, one per record in the order listed.